The following is a DFT calculation (ωB97M-V/def2-TZVPD) of C3H7MgO3 as an isolated structure.

Output
- Charge: 0
- 2S+1: 2
- LUMO level (alpha / beta): -0.43 / -0.47 eV
- Energy relative to the best compared isomer or geometry (same formula, charge and spin): 0.0 kcal per mole
- HOMO (alpha / beta): -8.3 / -8.8 eV

XYZ file:
```
14
Properties=species:S:1:pos:R:3:forces:R:3:mulliken_charge:R:1
C 3.3229 -0.0065 0.2802 1.50 3.16 1.10 -0.301
O 2.0296 0.4304 0.0932 -0.84 0.00 -0.06 -0.564
H 3.4104 -0.9843 0.7887 -0.03 0.57 0.11 0.219
H 3.8889 -0.0511 -0.6693 -0.20 -0.12 0.24 0.202
H 3.9729 0.9768 0.9422 -1.38 -3.27 -1.42 0.017
O 0.7837 3.9151 0.3655 -0.27 -0.48 -0.11 -0.795
C 1.8671 4.3258 1.0418 -0.09 0.60 0.28 0.086
O 2.5200 3.0765 1.4928 0.41 -1.12 -0.02 -0.508
C 3.8546 3.0305 1.8180 -0.07 1.78 -0.14 -0.726
Mg 1.0717 2.0000 0.4064 1.33 0.03 0.01 1.079
H 1.6503 4.8708 1.9815 -0.04 0.03 -0.34 0.253
H 2.6111 4.8850 0.4410 -0.18 -0.19 0.09 0.292
H 4.5620 3.0809 0.9890 -0.18 -0.48 -0.07 0.401
H 4.1049 3.7435 2.6092 0.03 -0.50 0.31 0.345
```
Forces are in eV/Å.


The following is a DFT calculation (ωB97M-V/def2-TZVPD) of C3H7MgO3Sc as an isolated structure.

Output
- Charge: +1
- 2S+1: 2
- LUMO level (alpha / beta): -5.17 / -5.49 eV
- Energy relative to the best compared isomer or geometry (same formula, charge and spin): 20.9 kcal per mole
- HOMO (alpha / beta): -11.3 / -11.4 eV

XYZ file:
```
15
Properties=species:S:1:pos:R:3:forces:R:3:mulliken_charge:R:1
O 1.2267 -2.2260 1.5470 -1.71 0.89 -1.72 -0.574
C 2.3294 -1.5566 2.0549 1.58 0.52 0.64 -0.316
C 2.0177 -0.0878 2.3165 0.53 -0.29 1.13 -0.449
O 1.3515 0.4144 1.1441 -0.79 -0.99 -1.18 -0.099
C 1.1580 1.7755 1.0579 -0.21 0.62 1.04 -0.664
Sc 0.1204 -1.2253 0.2990 1.19 -0.40 1.35 0.858
H 3.1937 -1.6055 1.3599 -0.41 -0.13 0.21 0.304
H 2.6768 -1.9857 3.0154 -0.25 0.02 -0.42 0.346
H 2.9294 0.5009 2.4942 -0.25 -0.18 -0.06 0.401
H 1.3284 0.0344 3.1665 0.20 0.00 -0.21 0.316
H -0.2520 2.5845 -1.0393 -3.27 -2.18 -4.09 0.255
H 2.0138 2.3712 1.3863 -0.18 -0.17 -0.38 0.325
Mg -1.3209 0.2964 -1.9888 0.47 1.01 0.29 0.551
O -0.9301 2.1402 -1.8709 2.94 1.09 3.87 -0.686
H 0.1600 2.0727 1.3853 0.15 0.20 -0.45 0.432
```
Forces are in eV/Å.


The following is a DFT calculation (ωB97M-V/def2-TZVPD) of C3H7N as an isolated structure.

Output
- Charge: 0
- 2S+1: 1
- LUMO level: 0.34 eV
- Energy relative to the best compared isomer or geometry (same formula, charge and spin): 107.8 kcal per mole
- HOMO: -8.1 eV

XYZ file:
```
11
Properties=species:S:1:pos:R:3:forces:R:3:mulliken_charge:R:1
C -1.0530 -0.9638 -0.0544 1.12 2.47 4.67 -1.026
C 0.0392 0.0384 0.3440 3.11 -0.96 3.48 0.671
C 1.1038 0.2630 -0.6950 0.09 1.80 1.10 -0.874
N 0.0547 0.8398 1.4590 1.68 -2.01 -4.15 -0.766
H -0.9921 0.1984 -0.2521 -4.52 -0.56 -2.41 0.220
H -0.8790 -1.8740 -0.5285 0.74 -0.40 -2.34 0.323
H -1.4628 -1.2282 0.9309 -0.79 0.80 -0.66 0.307
H 1.5408 -0.5979 -1.1832 -0.12 0.01 -0.29 0.351
H -0.7393 1.4055 1.4588 -2.30 0.44 1.30 0.189
H 0.5735 1.0170 -1.3452 0.86 -1.00 -0.10 0.254
H 1.8142 0.9017 -0.1344 0.14 -0.59 -0.61 0.350
```
Forces are in eV/Å.


The following is a DFT calculation (ωB97M-V/def2-TZVPD) of an isolated molecule of C3H7N.

Output
- Structure (SMILES): C/C=C\N
- Charge: 0
- 2S+1: 1
- LUMO level: 1.07 eV
- Energy relative to the best compared isomer or geometry (same formula, charge and spin): 22.4 kcal per mole
- HOMO: -8.1 eV

XYZ file:
```
11
Properties=species:S:1:pos:R:3:forces:R:3:mulliken_charge:R:1
C 1.4022 0.4445 0.1867 0.45 -0.26 -0.12 -0.882
C 0.4698 -0.7166 0.0093 0.41 -1.15 2.74 -0.094
C -0.8532 -0.6450 -0.0213 -0.54 -1.62 -2.95 -0.247
N -1.6184 0.4318 -0.4670 -0.31 -0.28 0.35 -0.416
H 1.6619 0.6177 1.2368 -0.07 -0.10 -0.05 0.227
H 0.9769 1.3759 -0.1943 -0.02 -0.10 -0.07 0.295
H 2.3438 0.2742 -0.3414 -0.04 0.09 0.00 0.269
H 0.6180 -1.7693 0.4299 1.34 1.57 -0.90 0.204
H -1.1507 -1.7177 -0.2834 -1.17 1.78 0.87 0.210
H -2.6084 0.3603 -0.2956 0.06 0.12 0.06 0.226
H -1.2419 1.3442 -0.2594 -0.11 -0.05 0.07 0.207
```
Forces are in eV/Å.


The following is a DFT calculation (ωB97M-V/def2-TZVPD) of a 2-piece molecular cluster, C3H7N overall.

Output
- Structure (SMILES): C=C.C=N
- Charge: 0
- 2S+1: 1
- LUMO level: 0.90 eV
- Energy relative to the best compared isomer or geometry (same formula, charge and spin): 43.1 kcal per mole
- HOMO: -10.0 eV

XYZ file:
```
11
Properties=species:S:1:pos:R:3:forces:R:3:mulliken_charge:R:1
C 2.5968 0.6581 -0.5140 -0.63 -0.37 0.51 -0.431
C 3.7176 -0.0131 -0.7146 0.48 0.24 -0.66 -0.431
H 1.8682 0.2928 0.2050 -0.27 -0.38 -0.49 0.194
H 2.2874 1.5591 -1.0251 0.65 0.46 0.31 0.232
H 3.8451 -1.0675 -0.5047 0.03 0.16 0.86 0.223
H 4.5719 0.4502 -1.2000 -0.26 -0.12 -0.52 0.213
C -3.4633 -0.6248 0.7252 0.00 0.72 -0.09 -0.223
N -4.7081 -0.4377 0.5988 0.29 0.25 -0.91 -0.473
H -2.8690 0.0529 1.3424 0.35 -0.04 -0.20 0.195
H -2.9321 -1.3676 0.1343 -0.20 -0.54 0.47 0.246
H -4.9145 0.4974 0.9528 -0.44 -0.39 0.74 0.254
```
Forces are in eV/Å.


The following is a DFT calculation (ωB97M-V/def2-TZVPD) of an isolated molecule of C3H7N.

Output
- Structure (SMILES): C=CCN
- Charge: 0
- 2S+1: 1
- LUMO level: 1.19 eV
- Energy relative to the best compared isomer or geometry (same formula, charge and spin): 16.7 kcal per mole
- HOMO: -9.8 eV

XYZ file:
```
11
Properties=species:S:1:pos:R:3:forces:R:3:mulliken_charge:R:1
C -0.7405 -1.6162 0.1000 0.47 -0.27 1.08 -0.626
C -0.3617 -0.5260 -0.5500 -1.63 0.43 -0.93 -0.130
C 0.7253 0.4085 -0.2688 2.07 0.77 -0.10 -0.346
N 0.1182 1.6866 0.2093 1.03 -0.21 1.17 -0.658
H -0.2375 -2.0146 1.0076 0.08 0.37 -0.86 0.206
H -1.6420 -2.1581 -0.1381 -0.15 0.10 -0.28 0.269
H -1.0342 -0.0682 -1.2886 0.03 -0.70 -0.08 0.257
H 1.3182 0.7195 -1.2079 -0.77 -0.93 1.32 0.250
H 1.3977 -0.1151 0.4631 -0.11 0.78 -0.47 0.290
H -0.4036 1.3988 1.0336 -0.40 0.24 -0.03 0.260
H 0.8602 2.2848 0.6398 -0.62 -0.59 -0.82 0.229
```
Forces are in eV/Å.


The following is a DFT calculation (ωB97M-V/def2-TZVPD) of a 2-piece molecular cluster, C3H7N overall.

Output
- Structure (SMILES): C=C=NC.[H][H]
- Charge: 0
- 2S+1: 1
- LUMO level: 0.25 eV
- Energy relative to the best compared isomer or geometry (same formula, charge and spin): 79.7 kcal per mole
- HOMO: -8.0 eV

XYZ file:
```
11
Properties=species:S:1:pos:R:3:forces:R:3:mulliken_charge:R:1
C -1.8633 -0.7546 0.1269 -0.88 -0.20 0.07 -0.926
C -0.7150 -0.1871 0.3534 3.86 2.02 -0.27 0.723
N 0.4247 0.3266 0.4442 -4.04 -2.27 0.81 -0.326
C 1.5543 -0.5111 0.1217 1.20 -0.17 -0.59 -0.759
H -2.7967 -0.2137 0.1695 0.02 -0.01 -0.22 0.260
H -1.8412 -1.8187 -0.0969 -0.07 0.12 0.34 0.228
H 1.4647 -0.8360 -0.9360 0.34 0.00 0.47 0.289
H 1.5607 -1.4107 0.7790 0.17 0.62 -0.43 0.280
H 2.4981 0.0528 0.2537 -0.56 -0.38 -0.07 0.240
H 0.1624 2.7717 -0.7588 1.09 0.48 -0.62 0.078
H -0.4487 2.5809 -0.4567 -1.13 -0.22 0.50 -0.087
```
Forces are in eV/Å.


The following is a DFT calculation (ωB97M-V/def2-TZVPD) of an isolated ion of composition C3H7N2 and charge +1.

Output
- Structure (SMILES): [H]/N=C\CC=[NH2+]
- Charge: +1
- 2S+1: 1
- LUMO level: -5.43 eV
- Energy relative to the best compared isomer or geometry (same formula, charge and spin): 31.9 kcal per mole
- HOMO: -13.8 eV

XYZ file:
```
12
Properties=species:S:1:pos:R:3:forces:R:3:mulliken_charge:R:1
H -1.8312 1.3416 1.2393 -0.12 -2.09 -2.35 0.273
N -2.0917 0.8226 0.2994 -0.79 2.84 2.65 -0.533
C -1.5432 -0.1018 -0.3032 0.29 0.26 -0.52 -0.018
C -0.2615 -0.8838 0.0321 -0.39 -0.08 -1.68 -0.623
C 0.7459 0.0305 0.5553 0.77 -0.57 1.22 0.148
N 1.5212 0.6553 -0.2340 1.09 1.15 0.61 -0.209
H -1.9701 -0.3099 -1.2932 0.10 -0.50 0.27 0.360
H -0.5288 -1.6580 0.6962 -0.11 -0.87 1.02 0.310
H -0.0113 -1.3703 -0.9463 0.44 0.49 0.89 0.294
H 0.9549 0.1751 1.6364 -0.64 0.05 -0.70 0.436
H 2.2281 1.3566 0.0752 -0.77 -0.86 -0.31 0.298
H 1.4500 0.4455 -1.2029 0.12 0.18 -1.10 0.264
```
Forces are in eV/Å.


The following is a DFT calculation (ωB97M-V/def2-TZVPD) of an isolated ion of composition C3H7N2 and charge +1.

Output
- Structure (SMILES): N/C=C/C=[NH2+]
- Charge: +1
- 2S+1: 1
- LUMO level: -4.62 eV
- Energy relative to the best compared isomer or geometry (same formula, charge and spin): 12.8 kcal per mole
- HOMO: -13.6 eV

XYZ file:
```
12
Properties=species:S:1:pos:R:3:forces:R:3:mulliken_charge:R:1
N 0.5453 -1.4887 1.5337 -1.72 -2.32 0.99 -0.277
C -0.1247 -0.9278 0.5774 1.14 0.29 0.61 0.144
C 0.5141 0.1451 0.0667 -1.23 2.29 -1.90 -0.392
C 0.0633 1.1884 -0.7777 0.84 -4.23 1.23 -0.040
N -0.9323 1.1872 -1.5948 -3.61 0.49 -0.76 -0.359
H 1.4773 -1.1978 1.6066 1.37 0.04 1.04 0.208
H 0.0997 -2.1994 2.1105 0.83 0.07 -0.18 0.261
H -1.0342 -1.3655 0.3332 -1.79 -0.25 -0.47 0.385
H 1.4823 0.3526 0.4667 0.38 0.14 0.35 0.180
H 0.8865 1.7781 -0.7206 1.42 3.37 -1.22 0.362
H -1.7557 0.5590 -1.3848 1.55 0.75 -0.55 0.250
H -1.2215 1.9689 -2.2168 0.80 -0.64 0.88 0.278
```
Forces are in eV/Å.


The records above yield largest force on an atom values of 3.8; 5.7; 5.4; 3.4; 1.0; 2.2; 4.7; 4.0; 4.5 eV/Å, respectively.
The records above yield E values of -544.23831; -1304.66439; -173.07021; -173.20643; -173.17338; -173.21545; -173.11512; -227.70353; -227.73398 a.u., respectively.